No. 1
{"formula": "C29H55BCl3F4N6O6", "method": "the ωB97M-V functional and the def2-TZVPD basis", "relative_energy_kcal_mol": 0.0, "total_charge": 1, "elements": ["C", "N", "C", "C", "C", "C", "C", "C", "C", "C", "N", "C", "C", "C", "H", "H", "H", "H", "H", "H", "H", "H", "H", "H", "H", "H", "H", "H", "B", "F", "F", "F", "F", "O", "C", "N", "C", "H", "H", "H", "H", "H", "O", "C", "N", "C", "H", "H", "H", "H", "H", "C", "Cl", "Cl", "Cl", "H", "C", "O", "C", "C", "N", "C", "C", "O", "C", "H", "H", "H", "H", "H", "H", "H", "H", "H", "H", "H", "H", "H", "H", "H", "C", "O", "C", "C", "N", "C", "C", "O", "C", "H", "H", "H", "H", "H", "H", "H", "H", "H", "H", "H", "H", "H", "H", "H"], "xyz": [[0.93, -1.09, 6.92], [1.38, -0.88, 5.55], [0.99, 0.19, 4.83], [1.47, 0.40, 3.59], [2.13, -0.62, 2.86], [2.47, -1.75, 3.59], [1.98, -1.97, 4.93], [2.42, -0.51, 1.42], [1.91, -1.45, 0.49], [2.11, -1.12, -0.88], [2.75, -0.07, -1.28], [3.29, 0.76, -0.45], [3.15, 0.59, 0.93], [3.00, 0.16, -2.73], [0.72, -0.13, 7.39], [1.73, -1.50, 7.53], [0.05, -1.73, 6.90], [0.34, 0.95, 5.22], [1.25, 1.28, 2.99], [3.00, -2.58, 3.15], [2.30, -2.77, 5.57], [1.37, -2.31, 0.86], [1.59, -1.76, -1.58], [3.91, 1.54, -0.86], [3.62, 1.26, 1.63], [2.15, 0.80, -2.98], [2.98, -0.80, -3.25], [4.03, 0.50, -2.77], [-1.93, 0.30, 1.25], [-2.70, -0.23, 2.28], [-0.66, -0.10, 1.33], [-2.39, -0.29, 0.16], [-2.04, 1.70, 1.14], [-6.49, 2.93, 1.83], [-5.34, 2.89, 1.41], [-4.28, 3.55, 2.07], [-4.95, 1.95, 0.24], [-4.53, 4.39, 2.58], [-3.34, 3.26, 1.86], [-4.11, 1.28, 0.40], [-4.80, 2.43, -0.72], [-5.78, 1.25, 0.11], [-1.88, 0.30, 6.69], [-2.49, -0.09, 5.70], [-2.86, 0.77, 4.77], [-2.60, -1.54, 5.28], [-2.84, 1.75, 5.01], [-3.10, 0.52, 3.82], [-2.11, -1.89, 4.37], [-3.63, -1.87, 5.17], [-2.28, -2.21, 6.08], [-4.95, -2.67, 1.00], [-6.38, -1.98, 0.17], [-4.54, -4.20, 0.28], [-5.23, -2.95, 2.73], [-4.04, -2.07, 0.94], [-0.67, 2.32, -2.15], [0.60, 2.70, -1.63], [1.01, 3.98, -2.21], [2.38, 4.29, -1.67], [3.46, 3.55, -2.28], [4.90, 3.93, -2.06], [5.72, 2.88, -2.81], [7.06, 2.99, -2.33], [7.95, 2.57, -3.33], [-1.36, 3.17, -2.10], [-1.10, 1.49, -1.59], [-0.55, 2.13, -3.22], [0.21, 4.67, -1.96], [1.03, 3.89, -3.29], [2.42, 4.17, -0.59], [2.46, 5.35, -1.94], [3.26, 3.36, -3.25], [5.26, 3.85, -1.03], [5.07, 4.95, -2.41], [5.69, 3.26, -3.83], [5.42, 1.83, -2.73], [8.60, 3.38, -3.67], [7.50, 2.15, -4.23], [8.54, 1.75, -2.92], [-0.59, -6.55, -3.32], [-0.76, -5.79, -2.07], [-0.19, -4.46, -2.14], [-1.09, -3.49, -1.35], [-0.70, -2.11, -1.50], [-1.19, -1.54, -2.81], [-2.65, -1.18, -2.82], [-2.97, -0.90, -4.15], [-4.38, -0.63, -4.44], [-1.13, -6.03, -4.11], [-1.16, -7.47, -3.24], [0.46, -6.69, -3.61], [-0.02, -4.12, -3.16], [0.78, -4.39, -1.66], [-0.84, -3.93, -0.39], [-2.13, -3.63, -1.67], [-1.00, -1.40, -0.85], [-1.04, -2.26, -3.61], [-0.65, -0.61, -2.97], [-2.84, -0.36, -2.13], [-3.26, -2.05, -2.58], [-4.82, 0.31, -4.11], [-5.06, -1.37, -4.04], [-4.39, -0.57, -5.53]], "mulliken_charge": [-1.032, 0.122, -0.299, -0.582, 0.322, -0.302, -0.418, 0.905, -1.003, -0.357, 0.328, -0.617, -0.604, -0.599, 0.374, 0.377, 0.354, 0.423, 0.399, 0.529, 0.410, 0.554, 0.464, 0.473, 0.633, 0.136, 0.406, 0.110, -0.389, -0.367, 0.270, -0.213, -0.504, -0.618, 0.375, -0.321, -0.469, 0.216, 0.245, -0.081, 0.330, 0.326, -0.674, 0.734, -0.232, -1.178, 0.211, 0.219, 0.284, 0.371, 0.365, 1.290, -0.138, -0.143, -0.158, -0.879, -0.550, 0.018, -0.867, -0.766, 0.019, -0.889, -0.122, -0.410, -0.804, 0.401, -0.285, 0.446, 0.456, 0.412, 0.285, 0.393, 0.236, 0.287, 0.444, 0.441, 0.217, 0.274, 0.345, 0.284, -0.777, -0.366, -0.724, -0.348, 1.099, -0.811, 0.134, -0.434, -0.768, 0.340, 0.283, 0.296, 0.512, 0.195, 0.372, 0.098, -0.413, 0.411, -0.098, 0.067, 0.406, 0.286, 0.306, 0.291]}

No. 2
{"formula": "C29H55BrCl2FN4O13P2", "method": "the ωB97M-V functional and the def2-TZVPD basis", "total_charge": 1, "elements": ["C", "C", "O", "C", "C", "N", "C", "C", "C", "O", "C", "O", "C", "C", "O", "C", "O", "C", "C", "O", "P", "N", "N", "C", "C", "C", "C", "F", "P", "O", "Br", "C", "C", "C", "N", "C", "Cl", "C", "C", "Cl", "H", "H", "H", "H", "H", "H", "H", "H", "H", "H", "H", "H", "H", "H", "H", "H", "H", "H", "H", "H", "H", "H", "H", "H", "H", "H", "H", "H", "H", "H", "H", "H", "H", "H", "H", "H", "H", "H", "H", "H", "H", "H", "H", "H", "H", "H", "H", "C", "C", "O", "C", "O", "O", "H", "H", "H", "H", "C", "C", "O", "C", "O", "O", "H", "H", "H", "H"], "xyz": [[-3.02, -6.42, -1.98], [-2.69, -5.12, -2.68], [-1.61, -4.49, -2.00], [-1.41, -3.16, -2.38], [-0.12, -2.76, -1.64], [0.21, -1.34, -1.18], [-0.03, -0.14, -2.17], [-0.80, -0.40, -3.46], [0.00, -1.11, -4.55], [-0.92, -1.45, -5.58], [-0.37, -1.91, -6.73], [0.49, -1.36, -7.28], [-0.46, 1.21, -1.54], [0.17, 2.29, -2.50], [-0.77, 3.30, -2.75], [-0.92, 3.70, -4.09], [-2.23, 4.13, -4.22], [-2.73, 4.12, -5.55], [-3.08, 2.75, -6.08], [-3.96, 2.11, -5.17], [-2.33, 1.53, -1.55], [-2.95, 2.57, -0.58], [0.11, 1.40, -0.21], [0.75, 0.36, 0.59], [0.73, 0.73, 2.10], [2.01, 0.86, 2.93], [1.65, 0.94, 4.40], [1.06, 2.18, 4.69], [2.45, 0.52, -0.31], [3.56, -0.23, 0.63], [2.99, 2.63, 0.11], [0.14, -1.11, 0.39], [1.28, -2.02, 0.99], [1.13, -3.36, 1.70], [0.51, -3.16, 3.01], [-1.24, -1.34, 1.16], [-2.16, 0.20, 1.33], [-2.34, -2.36, 0.74], [-3.65, -2.16, 1.51], [-1.83, -4.04, 1.05], [-3.40, -6.23, -0.97], [-2.11, -7.02, -1.88], [-3.75, -6.99, -2.55], [-3.56, -4.44, -2.69], [-2.40, -5.29, -3.73], [-1.27, -3.11, -3.46], [-2.28, -2.54, -2.15], [0.73, -3.07, -2.26], [-0.07, -3.40, -0.76], [1.23, -1.37, -1.25], [0.99, 0.08, -2.52], [-1.79, -0.83, -3.32], [-1.00, 0.60, -3.88], [0.54, -1.99, -4.21], [0.76, -0.41, -4.94], [-0.85, -2.83, -7.08], [1.03, 2.71, -1.97], [0.51, 1.86, -3.44], [-0.71, 2.85, -4.76], [-0.21, 4.52, -4.31], [-2.01, 4.58, -6.24], [-3.62, 4.76, -5.52], [-2.19, 2.14, -6.26], [-3.57, 2.91, -7.06], [-4.06, 1.18, -5.42], [-2.80, 0.22, -1.33], [-2.65, 1.68, -2.91], [-2.33, 3.19, -0.09], [-0.46, 2.01, 0.35], [0.17, 1.66, 2.22], [0.14, -0.02, 2.63], [2.58, 1.75, 2.68], [2.65, -0.02, 2.83], [0.94, 0.17, 4.68], [2.55, 0.85, 5.01], [4.42, 0.21, 0.61], [2.05, -2.14, 0.22], [1.76, -1.40, 1.74], [2.16, -3.75, 1.79], [0.61, -4.12, 1.14], [-0.07, -3.94, 3.28], [1.20, -3.02, 3.74], [-0.95, -1.60, 2.17], [-2.55, -2.23, -0.31], [-4.28, -1.41, 1.02], [-3.48, -1.89, 2.55], [-4.20, -3.10, 1.49], [5.69, -1.21, 7.31], [4.67, -0.15, 7.73], [3.58, -0.43, 6.84], [3.67, -1.71, 6.42], [2.83, -2.27, 5.78], [4.84, -2.25, 6.79], [6.29, -1.59, 8.12], [6.34, -0.86, 6.50], [4.33, -0.29, 8.75], [5.01, 0.87, 7.58], [0.82, 5.33, 4.11], [1.13, 5.41, 2.62], [1.07, 6.81, 2.37], [1.29, 7.48, 3.53], [1.47, 8.64, 3.62], [1.29, 6.61, 4.57], [1.34, 4.54, 4.63], [-0.25, 5.26, 4.30], [2.14, 5.06, 2.39], [0.42, 4.89, 1.99]], "mulliken_charge": [-1.207, -0.239, -0.300, -1.343, -0.905, 0.045, -0.181, -0.401, -1.471, -0.278, 0.020, -0.404, -0.141, -0.576, -0.209, -0.202, -0.332, -0.644, -0.289, -0.536, 1.010, -0.899, 0.732, 1.472, -1.399, -0.360, -0.583, -0.329, -0.116, -0.434, -0.263, 0.241, -0.635, -1.632, -0.404, -1.300, -0.004, 1.222, -1.497, -0.195, 0.267, 0.299, 0.415, 0.308, 0.302, 0.633, 0.384, 0.653, 0.544, 1.266, 0.162, 0.363, 0.225, 0.481, 0.545, 0.403, 0.002, 0.488, 0.232, 0.219, 0.341, 0.387, 0.195, 0.419, 0.307, -0.084, -0.130, 0.255, 0.354, 0.778, -0.038, 0.309, 0.356, 0.411, 0.188, 0.460, 0.415, -0.423, 0.519, 0.506, 0.245, 0.171, 1.073, -0.422, 0.365, 0.342, 0.518, -0.332, -0.280, -0.316, 0.650, -0.532, -0.326, 0.304, 0.255, 0.244, 0.313, -0.149, 0.191, -0.371, 0.586, -0.503, -0.358, 0.183, 0.256, 0.066, 0.071]}

No. 3
{"formula": "C29H55BrClI2N3O4P", "method": "the ωB97M-V functional and the def2-TZVPD basis", "total_charge": 1, "elements": ["C", "C", "C", "C", "C", "C", "I", "C", "C", "I", "C", "Cl", "N", "O", "C", "C", "C", "Br", "C", "C", "C", "N", "C", "P", "C", "C", "C", "N", "C", "C", "O", "H", "H", "H", "H", "H", "H", "H", "H", "H", "H", "H", "H", "H", "H", "H", "H", "H", "H", "H", "H", "H", "H", "H", "H", "H", "H", "H", "H", "H", "H", "H", "H", "H", "H", "H", "H", "H", "H", "H", "C", "C", "C", "O", "C", "H", "H", "H", "H", "H", "H", "H", "H", "C", "C", "C", "O", "C", "H", "H", "H", "H", "H", "H", "H", "H"], "xyz": [[-1.63, -2.78, -2.04], [-1.21, -2.38, -0.63], [-1.13, -0.84, -0.52], [-0.13, -0.34, 0.56], [1.15, 0.52, 0.22], [2.32, -0.10, 1.10], [4.05, -0.63, 0.07], [2.41, -0.32, 2.44], [3.56, -0.99, 3.15], [1.04, 0.38, 3.89], [1.00, 1.98, 0.77], [2.50, 2.71, 1.32], [0.25, 3.00, -0.12], [-1.11, 2.77, 0.26], [0.56, 4.43, 0.25], [0.30, 4.94, 1.68], [-0.03, 4.03, 2.85], [1.87, 6.03, 2.19], [0.44, 2.72, -1.65], [-0.71, 1.87, -2.16], [0.31, 4.05, -2.44], [0.22, 3.77, -3.87], [1.76, 1.90, -1.75], [2.63, 1.93, -3.45], [3.17, 3.69, -3.60], [4.31, 1.32, -2.99], [5.09, 2.09, -1.92], [1.54, 0.57, -1.20], [1.29, -0.61, -2.01], [2.34, -1.11, -3.01], [2.09, -1.17, -4.22], [-2.09, -3.77, -2.05], [-2.34, -2.08, -2.47], [-0.76, -2.82, -2.69], [-0.20, -2.77, -0.51], [-1.87, -2.80, 0.12], [-2.14, -0.50, -0.26], [-0.96, -0.49, -1.52], [0.20, -1.23, 1.09], [-0.72, 0.19, 1.31], [3.67, -2.01, 2.78], [4.49, -0.45, 2.99], [3.37, -1.05, 4.21], [0.36, 1.91, 1.64], [-1.62, 3.45, -0.21], [-0.09, 5.03, -0.39], [1.56, 4.67, -0.09], [-0.46, 5.72, 1.64], [-0.80, 3.31, 2.59], [0.84, 3.53, 3.26], [-0.44, 4.65, 3.65], [-1.03, 1.12, -1.46], [-0.38, 1.38, -3.08], [-1.58, 2.47, -2.40], [1.09, 4.77, -2.23], [-0.62, 4.50, -2.10], [-0.74, 3.75, -4.16], [0.62, 4.55, -4.37], [2.50, 2.43, -1.14], [2.60, 4.14, -4.41], [4.21, 3.69, -3.89], [3.08, 4.28, -2.69], [4.81, 1.46, -3.95], [4.31, 0.25, -2.81], [5.79, 2.78, -2.39], [4.45, 2.69, -1.27], [5.69, 1.43, -1.30], [1.20, -1.46, -1.32], [0.37, -0.59, -2.59], [3.26, -1.53, -2.60], [0.14, -5.44, 4.48], [-1.36, -5.50, 4.23], [-1.72, -4.02, 4.12], [-0.56, -3.38, 3.57], [0.55, -4.27, 3.60], [0.67, -6.36, 4.23], [0.34, -5.21, 5.53], [-1.57, -6.01, 3.28], [-1.92, -6.01, 5.01], [-1.93, -3.59, 5.10], [-2.57, -3.83, 3.47], [0.77, -4.60, 2.57], [1.42, -3.73, 3.97], [-5.82, -3.68, 0.41], [-6.53, -2.38, 0.04], [-5.36, -1.45, -0.23], [-4.30, -2.28, -0.73], [-4.63, -3.66, -0.54], [-6.44, -4.57, 0.29], [-5.49, -3.65, 1.45], [-7.12, -2.52, -0.86], [-7.20, -2.00, 0.82], [-5.02, -0.97, 0.70], [-5.58, -0.68, -0.96], [-4.89, -4.10, -1.51], [-3.76, -4.18, -0.15]], "mulliken_charge": [-1.869, -0.594, -1.296, -1.178, 2.157, -1.220, 0.060, 0.179, -1.757, 0.091, -1.085, -0.052, 1.179, -0.498, -1.613, -0.220, -1.241, -0.090, 2.155, -1.674, -2.299, -0.348, -1.302, -0.208, -1.107, -0.573, -1.145, 0.951, 0.104, -0.953, -0.501, 0.417, 0.286, 0.455, 0.563, 0.506, 0.358, 0.075, 1.002, 0.301, 0.415, 0.440, 0.514, 1.224, 0.414, 0.435, 0.725, 0.689, 0.219, 0.287, 0.521, -0.123, 0.295, 0.977, 0.711, 0.428, 0.245, 0.303, 0.154, 0.300, 0.596, 0.291, 0.759, 0.231, 0.350, 0.127, 0.383, 0.374, 0.125, 0.512, -0.630, -0.555, -0.315, -0.285, -0.289, 0.367, 0.271, 0.253, 0.363, 0.264, 0.127, 0.234, 0.221, -0.573, -0.613, -0.517, -0.225, -0.334, 0.378, 0.187, 0.273, 0.350, 0.274, 0.313, 0.232, 0.291]}

Electronic energy across the listed records, respectively: -101300.218 -179915.496 -151668.296 eV.
HOMO-LUMO gap across the listed records, respectively: 6.06 8.36 8.26 eV.